C53H51CsI2N5O2PS3Si2Te | ωB97M-V/def2-TZVPD

The relative energy (zero: lowest compared OMol25 entry of this formula, charge and spin) comes out at 92.5 kJ/mol. As for the total energy: -148931.3982 eV. The HOMO energy is -0.25 eV. The frontier orbital gap is 3.4 eV. As for the charge: -2.

Geometry (Å):
1 Cs -0.310 -0.689 -0.813
2 N 2.681 -3.175 3.032
3 C 3.165 -3.825 1.916
4 C 4.231 -4.694 1.713
5 C 4.427 -5.142 0.419
6 C 3.595 -4.746 -0.636
7 C 2.534 -3.883 -0.430
8 C 2.327 -3.417 0.866
9 N 1.365 -2.534 1.337
10 C 1.612 -2.417 2.609
11 C 0.822 -1.587 3.506
12 C 0.908 -1.530 4.876
13 S -0.246 -0.407 5.471
14 C -0.738 -0.096 3.856
15 N -0.121 -0.770 2.946
16 H 3.068 -3.196 3.956
17 H 4.882 -5.008 2.520
18 H 5.250 -5.816 0.214
19 H 3.790 -5.110 -1.637
20 H 1.893 -3.556 -1.239
21 H 1.556 -2.090 5.530
22 H -1.547 0.581 3.615
23 I 2.524 -3.841 -4.537
24 C 3.412 -2.243 -3.545
25 C 4.775 -2.016 -3.700
26 C 5.419 -1.004 -3.036
27 I 7.466 -0.747 -3.347
28 C 4.687 -0.167 -2.149
29 C 5.259 0.886 -1.402
30 C 4.479 1.623 -0.558
31 C 3.114 1.308 -0.456
32 N 2.543 0.346 -1.139
33 C 3.297 -0.393 -1.982
34 C 2.588 -1.467 -2.705
35 O 1.365 -1.649 -2.531
36 H 5.335 -2.661 -4.366
37 H 6.315 1.098 -1.507
38 H 4.888 2.437 0.027
39 H 2.464 1.884 0.198
40 O -1.888 0.503 0.952
41 C -2.817 -0.121 1.357
42 C -3.768 -0.852 1.898
43 C -5.017 -0.246 2.385
44 C -6.006 -1.016 2.895
45 C -5.930 -2.434 2.984
46 C -4.769 -3.028 2.519
47 C -3.681 -2.340 2.004
48 P -2.183 -3.057 1.380
49 C -2.487 -3.405 -0.408
50 C -1.470 -3.977 -1.181
51 C -1.641 -4.191 -2.536
52 C -2.828 -3.806 -3.151
53 C -3.833 -3.218 -2.403
54 C -3.669 -3.027 -1.037
55 C -2.172 -4.759 2.054
56 C -2.726 -5.869 1.421
57 C -2.659 -7.128 2.002
58 C -2.042 -7.299 3.232
59 C -1.488 -6.200 3.877
60 C -1.549 -4.948 3.289
61 H -5.137 0.829 2.312
62 H -6.903 -0.506 3.241
63 H -6.738 -3.020 3.401
64 H -4.681 -4.111 2.573
65 H -0.522 -4.235 -0.715
66 H -0.830 -4.614 -3.118
67 H -2.948 -3.931 -4.221
68 H -4.740 -2.875 -2.884
69 H -4.445 -2.554 -0.446
70 H -3.211 -5.745 0.460
71 H -3.095 -7.977 1.490
72 H -1.989 -8.282 3.685
73 H -1.001 -6.320 4.838
74 H -1.106 -4.094 3.792
75 S -3.257 0.496 -2.304
76 C -2.074 1.339 -3.171
77 N -0.917 1.797 -2.732
78 C -0.162 2.348 -3.734
79 C 1.144 2.818 -3.566
80 C 1.813 3.362 -4.647
81 C 1.201 3.442 -5.900
82 C -0.084 2.957 -6.088
83 C -0.759 2.404 -5.009
84 S -2.320 1.664 -4.907
85 H 1.614 2.718 -2.595
86 H 2.830 3.717 -4.525
87 H 1.743 3.866 -6.736
88 H -0.542 2.997 -7.069
89 C 2.677 4.597 1.348
90 Si 1.433 3.943 2.614
91 C 1.621 5.032 4.162
92 C 1.844 2.167 3.097
93 C -0.342 3.979 1.993
94 Te -0.595 3.064 0.032
95 C -0.134 4.864 -1.039
96 Si -1.669 5.809 -1.555
97 C -1.147 7.323 -2.574
98 C -2.581 6.432 -0.019
99 C -2.773 4.709 -2.600
100 H 3.690 4.421 1.718
101 H 2.566 5.673 1.195
102 H 2.580 4.108 0.376
103 H 2.641 4.997 4.553
104 H 0.947 4.704 4.956
105 H 1.386 6.074 3.932
106 H 2.922 2.008 3.180
107 H 1.452 1.445 2.376
108 H 1.397 1.925 4.065
109 H -0.815 4.962 1.973
110 H -0.950 3.351 2.653
111 H 0.437 4.569 -1.921
112 H 0.532 5.458 -0.407
113 H -0.531 8.006 -1.985
114 H -2.018 7.878 -2.930
115 H -0.567 7.017 -3.448
116 H -1.960 7.117 0.561
117 H -2.870 5.600 0.624
118 H -3.492 6.963 -0.306
119 H -2.276 4.424 -3.530
120 H -3.696 5.235 -2.863
121 H -3.046 3.787 -2.083

C53H51NO6PS | ωB97M-V/def2-TZVPD

As for the total energy: -89682.8931 eV. The HOMO energy is -10.63 eV. The frontier orbital gap is 7.9 eV. As for the charge: +1.

Geometry (Å):
1 C 4.030 -0.561 0.012
2 C 3.534 -1.817 -0.813
3 C 4.494 -2.049 -2.028
4 C 5.306 -3.389 -2.004
5 C 6.702 -3.153 -1.328
6 C 6.908 -3.829 0.073
7 C 5.650 -3.881 0.975
8 C 5.841 -4.859 2.211
9 P 7.337 -4.496 3.241
10 N 8.837 -4.783 2.488
11 C 7.265 -2.792 3.987
12 S 8.277 -1.564 3.046
13 C 9.743 -1.271 4.151
14 C 11.023 -2.025 3.682
15 H 4.713 -0.925 0.799
16 H 3.179 0.008 0.415
17 H 4.607 0.122 -0.631
18 H 2.563 -1.504 -1.234
19 H 3.421 -2.686 -0.154
20 H 5.203 -1.218 -2.176
21 H 3.866 -2.060 -2.938
22 H 5.517 -3.631 -3.063
23 H 4.749 -4.248 -1.603
24 H 7.460 -3.607 -1.995
25 H 6.955 -2.085 -1.269
26 H 7.393 -4.809 -0.077
27 H 7.650 -3.204 0.611
28 H 4.745 -4.238 0.472
29 H 5.481 -2.887 1.424
30 H 5.785 -5.919 1.913
31 H 4.970 -4.684 2.877
32 H 7.277 -5.403 4.339
33 H 9.199 -3.954 2.028
34 H 8.804 -5.576 1.858
35 H 7.722 -2.886 4.991
36 H 6.233 -2.446 4.150
37 H 9.433 -1.657 5.141
38 H 9.907 -0.195 4.305
39 H 11.718 -1.313 3.209
40 H 10.791 -2.798 2.936
41 H 11.568 -2.514 4.502
42 C -2.636 5.612 3.513
43 C -2.732 5.553 2.126
44 C -1.690 5.028 1.377
45 C -0.540 4.569 2.014
46 C -0.434 4.649 3.404
47 C -1.490 5.162 4.152
48 C 0.804 4.210 4.094
49 O 0.899 4.275 5.304
50 C 1.932 3.696 3.276
51 C 3.122 3.333 3.901
52 C 4.177 2.840 3.147
53 C 4.046 2.699 1.768
54 C 2.864 3.063 1.141
55 C 1.806 3.571 1.893
56 C 0.558 3.990 1.205
57 O 0.446 3.867 0.001
58 H -3.454 6.014 4.096
59 H -3.623 5.915 1.629
60 H -1.770 4.978 0.300
61 H -1.415 5.214 5.230
62 H 3.226 3.439 4.972
63 H 5.104 2.563 3.634
64 H 4.869 2.309 1.182
65 H 2.764 2.957 0.068
66 C -6.846 -2.060 -0.317
67 C -7.208 -0.817 0.193
68 C -6.233 0.062 0.641
69 C -4.891 -0.303 0.591
70 C -4.529 -1.560 0.101
71 C -5.510 -2.432 -0.363
72 C -3.108 -1.984 0.084
73 O -2.790 -3.076 -0.346
74 C -2.081 -1.051 0.611
75 C -0.749 -1.453 0.655
76 C 0.222 -0.584 1.132
77 C -0.132 0.693 1.559
78 C -1.459 1.095 1.523
79 C -2.437 0.222 1.058
80 C -3.857 0.653 1.056
81 O -4.166 1.768 1.431
82 H -7.607 -2.741 -0.675
83 H -8.252 -0.533 0.239
84 H -6.519 1.030 1.032
85 H -5.232 -3.401 -0.756
86 H -0.471 -2.444 0.320
87 H 1.255 -0.902 1.169
88 H 0.626 1.370 1.925
89 H -1.734 2.086 1.861
90 C -11.301 1.284 -7.981
91 C -11.975 0.641 -6.946
92 C -11.368 0.490 -5.708
93 C -10.078 0.971 -5.503
94 C -9.393 1.595 -6.548
95 C -10.013 1.759 -7.784
96 C -8.000 2.071 -6.361
97 O -7.405 2.618 -7.268
98 C -7.346 1.859 -5.046
99 C -6.021 2.248 -4.868
100 C -5.404 2.066 -3.639
101 C -6.111 1.502 -2.580
102 C -7.428 1.109 -2.754
103 C -8.047 1.277 -3.989
104 C -9.446 0.820 -4.170
105 O -10.061 0.324 -3.244
106 H -11.779 1.409 -8.944
107 H -12.976 0.260 -7.106
108 H -11.896 -0.005 -4.904
109 H -9.489 2.254 -8.591
110 H -5.471 2.689 -5.689
111 H -4.372 2.364 -3.505
112 H -5.630 1.367 -1.619
113 H -7.972 0.669 -1.930

no.,strongest force on any atom (hartree/bohr)
1,0.02814
2,0.04410